1.
C4H9CoO4 as an isolated structure at a distorted geometry. Source: the OMol25 dataset; level of theory: ωB97M-V with the def2-TZVPD basis set.

Each line ends with the Mulliken spin population.
Positions of all 18 atoms, in Å:
C  2.547  1.997  1.732  0.007
O  1.301  2.456  1.308  0.732
H  3.266  2.825  1.742  0.004
H  2.430  1.555  2.737  0.055
H  2.906  1.181  1.082  0.049
O  -3.508  -0.427  1.059  0.531
O  -0.678  -0.025  -0.833  0.168
C  0.409  0.492  -0.259  0.065
C  0.017  1.308  1.136  0.050
O  -1.469  0.089  1.945  0.337
C  -2.876  0.249  2.090  -0.029
Co  -1.855  -0.898  0.320  2.841
H  0.922  1.257  -0.867  0.000
H  1.138  -0.256  0.111  0.015
H  -0.718  2.058  0.809  -0.004
H  0.382  0.614  1.911  -0.003
H  -3.166  -0.172  3.077  0.105
H  -3.117  1.335  2.082  0.077

As for the HOMO-LUMO gap (spin up / spin down): 10.2162 / 6.2727 eV. The net charge is +1. Its expectation value of S² is 8.77. The spin multiplicity is 6. For the HOMO energy (spin up / spin down), the calculation gives -14.08 / -13.99 eV. The LUMO energy (spin up / spin down) comes out at -3.9 / -7.7 eV.

---

2.
C4H9F as an isolated structure at a distorted geometry. Source: the OMol25 dataset; level of theory: ωB97M-V with the def2-TZVPD basis set.

Each line ends with the natural charge from an NBO analysis.
Positions of all 14 atoms, in Å:
C  2.190  0.340  -0.096  -0.645
C  0.645  -0.289  0.096  -0.477
C  -0.754  0.322  -0.359  0.164
C  -1.932  -0.480  -0.016  -0.626
H  2.834  0.033  1.235  0.217
H  3.195  -0.153  -0.901  0.243
H  1.913  1.499  -0.373  0.238
H  0.255  -1.542  0.169  0.228
H  0.356  0.235  1.113  0.216
H  -0.701  0.393  -1.491  0.139
H  -2.971  0.404  0.154  0.227
H  -2.083  -1.407  -0.659  0.223
H  -1.843  -0.843  1.009  0.205
F  -1.105  1.490  0.119  -0.352

As for the HOMO-LUMO gap: 10.8260 eV. The spin multiplicity is 1. For the HOMO energy, the calculation gives -10.00 eV. The LUMO energy comes out at 0.8 eV.

---

3.
A single C4H9F2NO2 molecule at a distorted geometry. Source: the OMol25 dataset; level of theory: ωB97M-V with the def2-TZVPD basis set.

Each line ends with the natural charge from an NBO analysis.
Positions of all 18 atoms, in Å:
C  -1.645  -0.194  1.006  -0.257
O  -0.375  -0.755  0.865  -0.533
C  0.476  -0.410  -0.185  0.623
C  1.594  -1.443  -0.385  -0.637
O  1.070  0.861  0.017  -0.536
C  0.204  1.927  0.440  -0.258
N  -0.374  -0.224  -1.394  0.243
F  -0.978  -1.382  -1.743  -0.224
F  0.380  0.098  -2.493  -0.225
H  -1.678  0.864  0.953  0.177
H  -1.868  -0.472  2.038  0.196
H  -2.329  -0.630  0.311  0.184
H  1.935  -1.653  0.612  0.234
H  2.273  -0.919  -0.975  0.232
H  1.167  -2.255  -0.873  0.222
H  -0.315  1.646  1.433  0.174
H  -0.470  2.242  -0.291  0.184
H  0.934  2.698  0.664  0.201

As for the HOMO-LUMO gap: 11.0842 eV. The spin multiplicity is 1. The SMILES is COC(C)(OC)N(F)F. For the HOMO energy, the calculation gives -10.12 eV. The LUMO energy comes out at 1.0 eV.

---

4.
A 2-piece molecular cluster, C4H9FNO overall at a distorted geometry. Source: the OMol25 dataset; level of theory: ωB97M-V with the def2-TZVPD basis set.

Each line ends with the natural charge from an NBO analysis.
Positions of all 16 atoms, in Å:
C  0.370  -0.522  -1.623  -0.572
C  -0.775  -1.241  -0.943  -0.215
C  0.228  0.975  -1.601  0.592
C  -1.941  -0.574  -0.784  0.226
N  1.227  -0.098  3.402  -1.108
O  0.733  1.687  -0.739  -0.502
F  -1.983  0.772  -0.442  -0.346
H  1.233  -0.869  -1.066  0.285
H  0.392  -0.878  -2.715  0.285
H  -0.689  -2.315  -1.094  0.267
H  -0.292  1.390  -2.482  0.211
H  -2.724  -1.004  -0.228  0.206
H  2.158  0.347  3.549  0.381
H  0.887  -0.940  3.794  0.382
H  0.664  0.620  3.644  0.348
H  0.511  2.650  -0.669  0.561

As for the HOMO-LUMO gap: 6.7816 eV. The net charge is +1. The spin multiplicity is 1. For the HOMO energy, the calculation gives -12.47 eV. The LUMO energy comes out at -5.7 eV.

---

5.
A 2-piece molecular cluster, C4H9FNO overall at a distorted geometry. Source: the OMol25 dataset; level of theory: ωB97M-V with the def2-TZVPD basis set.

Each line ends with the natural charge from an NBO analysis.
Positions of all 16 atoms, in Å:
C  0.886  1.709  -0.156  -0.223
C  1.485  0.570  -0.599  -0.385
C  -2.510  0.031  -0.567  -0.108
C  1.404  -0.848  -0.268  0.692
N  0.908  -1.110  1.209  -0.815
O  1.612  -1.850  -0.873  -0.411
F  -1.533  -0.551  0.232  -0.430
H  1.300  2.655  -0.447  0.240
H  0.108  1.774  0.571  0.204
H  2.192  0.745  -1.457  0.276
H  -1.930  0.435  -1.310  0.171
H  -3.100  -0.753  -0.944  0.196
H  1.086  -2.200  1.524  0.484
H  -0.045  -1.046  0.977  0.456
H  1.109  -0.383  1.975  0.460
H  -2.974  0.823  0.133  0.191

As for the HOMO-LUMO gap: 10.4205 eV. The net charge is +1. The spin multiplicity is 1. For the HOMO energy, the calculation gives -15.36 eV. The LUMO energy comes out at -4.9 eV.

---

6.
A single C4H9FS molecule at a distorted geometry. Source: the OMol25 dataset; level of theory: ωB97M-V with the def2-TZVPD basis set.

Each line ends with the natural charge from an NBO analysis.
Positions of all 15 atoms, in Å:
C  -0.958  -1.617  1.497  -0.742
S  -0.163  -1.842  -0.201  0.194
C  0.406  -0.173  -0.642  -0.371
C  1.404  0.729  0.220  -0.633
C  -0.554  1.121  -1.130  0.011
F  -1.589  0.353  -1.664  -0.381
H  -1.824  -1.171  1.030  0.234
H  -1.468  -2.596  1.943  0.244
H  -0.197  -1.078  1.991  0.223
H  0.911  -0.567  -1.400  0.205
H  1.221  1.770  -0.393  0.198
H  1.166  0.828  1.298  0.229
H  2.533  0.558  -0.263  0.226
H  -0.932  1.984  -0.334  0.189
H  0.044  1.701  -1.951  0.175

As for the HOMO-LUMO gap: 9.3139 eV. The spin multiplicity is 1. The SMILES is CS[C@H](C)CF. For the HOMO energy, the calculation gives -8.52 eV. The LUMO energy comes out at 0.8 eV.

---

7.
C4H9FeO3 as an isolated structure at a distorted geometry. Source: the OMol25 dataset; level of theory: ωB97M-V with the def2-TZVPD basis set.

Each line ends with the Mulliken spin population.
Positions of all 17 atoms, in Å:
H  -1.758  0.014  -0.108  0.019
C  0.985  -0.395  2.107  0.025
O  0.780  -0.314  0.701  0.048
C  0.119  -1.394  0.080  0.580
C  -1.299  -1.455  0.318  0.289
H  1.123  0.624  2.487  0.005
H  0.101  -0.759  2.646  -0.001
H  1.803  -1.100  2.308  -0.001
H  0.665  -2.309  0.342  0.035
H  -0.215  -0.554  -1.306  0.055
H  -1.769  -1.759  -0.625  0.050
H  -1.610  -2.164  1.091  0.053
O  -0.393  0.872  -1.626  0.305
C  -1.335  1.456  -0.831  0.392
O  -0.820  2.241  0.067  0.313
Fe  1.033  1.516  -0.216  3.782
H  -2.184  1.864  -1.413  0.050

As for the HOMO-LUMO gap (spin up / spin down): 5.4490 / 7.1077 eV. The net charge is +1. Its expectation value of S² is 12.02. The spin multiplicity is 7. For the HOMO energy (spin up / spin down), the calculation gives -11.05 / -14.11 eV. The LUMO energy (spin up / spin down) comes out at -5.6 / -7.0 eV.

---

8.
A 2-piece molecular cluster, C4H9IN overall at a distorted geometry. Source: the OMol25 dataset; level of theory: ωB97M-V with the def2-TZVPD basis set.

Each line ends with the natural charge from an NBO analysis.
Positions of all 15 atoms, in Å:
C  0.965  -0.100  0.717  -0.246
C  0.048  -0.938  -0.204  -0.039
C  0.377  -1.906  -1.350  -0.617
C  -1.443  2.300  0.783  -0.350
N  0.145  0.492  -0.253  -0.519
I  -0.644  2.329  2.655  0.517
H  0.713  0.045  1.814  0.193
H  1.985  -0.057  0.610  0.214
H  -0.632  -1.514  0.423  0.223
H  -0.597  -2.398  -1.533  0.237
H  1.112  -2.524  -0.955  0.242
H  0.594  -1.218  -2.239  0.221
H  -0.969  2.989  0.002  0.253
H  -2.207  1.496  0.534  0.259
H  0.553  1.005  -1.004  0.410

As for the HOMO-LUMO gap: 7.1308 eV. The net charge is +1. The spin multiplicity is 1. For the HOMO energy, the calculation gives -13.59 eV. The LUMO energy comes out at -6.5 eV.

---

9.
An isolated ion of composition C4H9IN5 and charge +1 at a distorted geometry. Source: the OMol25 dataset; level of theory: ωB97M-V with the def2-TZVPD basis set.

Each line ends with the natural charge from an NBO analysis.
Positions of all 19 atoms, in Å:
C  -1.633  0.147  0.125  -0.641
C  -0.415  0.940  -0.340  -0.138
N  -0.457  2.317  -0.052  -0.689
C  0.820  0.335  0.314  -0.087
I  2.688  1.300  -0.516  0.125
N  0.942  -1.054  0.289  -0.095
N  0.727  -1.641  -0.869  -0.275
C  0.801  -2.940  -0.581  0.128
N  1.133  -3.078  0.709  -0.218
N  1.266  -1.909  1.249  0.003
H  -1.515  -0.864  -0.447  0.279
H  -1.565  0.012  1.235  0.236
H  -2.539  0.544  -0.269  0.242
H  -0.292  0.807  -1.394  0.257
H  0.374  2.957  -0.258  0.476
H  -0.450  2.478  1.055  0.448
H  -1.300  2.727  -0.459  0.460
H  0.791  0.751  1.387  0.244
H  0.622  -3.828  -1.178  0.246

As for the HOMO-LUMO gap: 9.4716 eV. The net charge is +1. The spin multiplicity is 1. The SMILES is C[C@@H]([NH3+])[C@H](I)n1ncnn1. For the HOMO energy, the calculation gives -13.75 eV. The LUMO energy comes out at -4.3 eV.

---

10.
A 2-piece molecular cluster, C4H9INO overall at a distorted geometry. Source: the OMol25 dataset; level of theory: ωB97M-V with the def2-TZVPD basis set.

Each line ends with the natural charge from an NBO analysis.
Positions of all 16 atoms, in Å:
C  1.370  0.613  1.045  -0.419
C  1.134  1.258  -0.392  -0.201
C  -0.113  0.722  1.243  -0.203
C  -1.222  -1.722  -0.936  0.099
N  -0.259  0.877  -0.286  -0.600
O  -1.646  -2.173  -2.078  -0.612
I  -1.002  -3.102  0.603  0.213
H  1.663  -0.441  0.866  0.220
H  1.913  1.043  1.871  0.251
H  1.096  2.366  -0.421  0.219
H  1.546  0.822  -1.236  0.216
H  -0.752  -0.066  1.812  0.240
H  -0.303  1.696  1.687  0.219
H  -0.477  -0.202  -0.830  0.410
H  -1.029  1.446  -0.803  0.435
H  -1.919  -3.137  -2.146  0.512

As for the HOMO-LUMO gap: 8.9923 eV. The net charge is +1. The spin multiplicity is 1. For the HOMO energy, the calculation gives -13.42 eV. The LUMO energy comes out at -4.4 eV.

---

11.
A 3-piece molecular cluster, C4H9INO overall at a distorted geometry. Source: the OMol25 dataset; level of theory: ωB97M-V with the def2-TZVPD basis set.

Each line ends with the natural charge from an NBO analysis.
Positions of all 16 atoms, in Å:
C  -0.221  -0.029  2.924  0.442
C  1.015  2.185  -1.687  -0.316
C  -1.125  -0.449  -0.720  -0.450
C  0.366  1.590  -0.702  -0.070
N  0.205  0.104  -0.586  -0.526
O  -0.578  -0.103  3.984  -0.440
I  -0.069  -3.540  1.749  -0.140
H  1.456  1.629  -2.617  0.233
H  1.030  -4.350  2.685  0.148
H  1.128  3.211  -1.651  0.244
H  -1.155  -1.569  -1.013  0.258
H  -1.594  -0.335  0.293  0.242
H  -1.667  0.102  -1.527  0.250
H  -0.234  2.057  0.042  0.231
H  0.724  -0.213  0.230  0.457
H  0.717  -0.291  -1.405  0.436

As for the HOMO-LUMO gap: 9.9938 eV. The net charge is +1. The spin multiplicity is 1. For the HOMO energy, the calculation gives -13.21 eV. The LUMO energy comes out at -3.2 eV.

---

12.
C4H9INO as an isolated structure at a distorted geometry. Source: the OMol25 dataset; level of theory: ωB97M-V with the def2-TZVPD basis set.

Each line ends with the natural charge from an NBO analysis.
Positions of all 16 atoms, in Å:
C  -0.363  -1.237  1.012  0.404
C  0.534  1.823  0.914  -0.624
C  0.803  0.818  -0.174  -0.488
C  -0.283  -0.261  -0.318  -0.049
N  -0.385  -1.350  -1.437  -0.712
O  -0.537  -2.389  0.888  -0.509
I  -2.340  0.384  -0.207  0.244
H  -0.227  -0.613  1.983  0.181
H  1.311  1.754  1.662  0.240
H  -0.452  1.597  1.369  0.216
H  0.511  2.862  0.567  0.256
H  1.846  0.490  -0.158  0.259
H  0.838  1.193  -1.216  0.235
H  -0.887  -2.099  -1.008  0.456
H  0.473  -1.885  -1.612  0.445
H  -0.839  -1.088  -2.264  0.445

As for the HOMO-LUMO gap: 9.8948 eV. The net charge is +1. The spin multiplicity is 1. For the HOMO energy, the calculation gives -14.06 eV. The LUMO energy comes out at -4.2 eV.

---

Number 1: energy -50095.7310 eV. Number 2: energy -7005.1004 eV. Number 3: energy -15308.9607 eV. Number 4: energy -10538.7214 eV. Number 5: energy -10540.1175 eV. Number 6: energy -17842.8089 eV. Number 7: energy -44807.5840 eV. Number 8: energy -13873.1500 eV. Number 9: energy -19835.9748 eV. Number 10: energy -15921.8706 eV. Number 11: energy -15923.7640 eV. Number 12: energy -15923.8683 eV.